{"formula": "C6H9N", "method": "wB97M-V/def2-TZVPD", "symbols": ["C", "C", "C", "C", "N", "C", "C", "H", "H", "H", "H", "H", "H", "H", "H", "H"], "xyz": [[1.984, -0.107, -0.102], [0.521, 0.186, -0.020], [-0.494, 0.797, 0.875], [-1.153, 1.361, -0.352], [-0.405, 0.361, -1.173], [-1.059, -1.266, -0.512], [-0.498, -0.717, 0.722], [2.595, 0.744, -0.416], [2.147, -0.922, -0.819], [2.332, -0.446, 0.878], [-0.347, 1.210, 1.866], [-2.234, 1.300, -0.487], [-0.800, 2.387, -0.528], [-0.401, -1.704, -1.249], [-1.954, -1.932, -0.400], [-0.443, -1.267, 1.663]], "forces_ev_per_a": [[0.0365, 0.0648, 0.0439], [0.1947, -0.6828, 0.5079], [-0.1792, 0.2884, 0.2806], [-0.3539, -0.0045, 0.0700], [-0.8505, -0.9734, 0.1002], [0.0902, 0.7473, -0.4221], [0.5665, -0.2214, 0.1010], [-0.1501, -0.0273, 0.0085], [-0.0411, 0.1491, 0.1386], [0.0428, 0.0815, -0.1424], [-0.0940, 0.0447, -0.0931], [0.0106, 0.1029, 0.1351], [0.0316, -0.3382, -0.2493], [0.3717, -0.5142, 0.4503], [-0.1627, 1.2738, -0.6822], [0.4872, 0.0091, -0.2469]], "lowdin_charge": [-0.015, -0.423, -0.155, -0.165, 0.062, -0.001, -0.201, 0.075, 0.084, 0.083, 0.132, 0.110, 0.117, 0.074, 0.094, 0.130], "max_force_ev_per_a": 1.45, "e_lumo_ev": 1.1, "e_tot_ha": -288.6026}